17
Properties=species:S:1:pos:R:3:mulliken_charge:R:1 method="wB97M-V/def2-TZVPD" charge=0 lumo_ev=0.69 smiles="OC=C(O)O.CC" de_lowest_ev=2.7043
O -1.975 -1.776 0.891 -0.535
C -1.368 -0.799 0.130 -0.362
C -1.721 0.511 0.192 0.670
O -2.601 0.938 1.143 -0.507
O -1.040 1.472 -0.428 -0.573
H -2.523 -1.344 1.558 0.313
H -0.958 -1.204 -0.782 0.391
H -2.600 1.904 1.122 0.316
H -0.029 1.110 -0.510 0.306
C 2.124 -0.434 -1.039 -0.897
C 1.559 0.302 0.174 -0.836
H 1.548 -0.199 -1.934 0.291
H 3.163 -0.163 -1.218 0.353
H 2.076 -1.512 -0.888 0.285
H 2.104 0.017 1.075 0.351
H 1.758 1.374 0.097 0.328
H 0.484 -0.198 0.416 0.106